# 1
{"formula": "C6H3BrCl3GeHgNO2", "method": "ωB97M-V/def2-TZVPD", "e_lumo_ha": -0.04254, "e_above_lowest_kj_mol": 0.0, "symbols": ["Hg", "Cl", "Ge", "Cl", "Cl", "Br", "C", "C", "N", "C", "C", "C", "C", "O", "O", "H", "H", "H"], "coordinates": [[-0.97, 2.49, 0.55], [-1.83, 4.74, 3.43], [-2.28, 2.84, 2.57], [-1.59, 1.32, 3.92], [-4.40, 2.67, 2.44], [2.26, -4.00, -2.17], [1.29, -2.60, -1.35], [0.27, -2.91, -0.47], [-0.46, -1.97, 0.13], [-0.17, -0.70, -0.14], [0.83, -0.29, -1.00], [1.58, -1.28, -1.63], [1.21, 1.14, -1.31], [2.13, 1.36, -2.05], [0.53, 2.13, -0.76], [0.03, -3.94, -0.23], [-0.80, 0.01, 0.38], [2.38, -1.00, -2.30]]}

---

# 2
{"formula": "C6H3Cl2FN2S", "method": "ωB97M-V/def2-TZVPD", "e_lumo_ha": [-0.18487, -0.18627], "e_above_lowest_kj_mol": 355.0, "symbols": ["C", "C", "C", "C", "C", "C", "N", "N", "F", "S", "Cl", "Cl", "H", "H", "H"], "coordinates": [[3.13, 1.03, -0.02], [1.07, 2.00, -0.89], [-0.30, 1.51, -0.99], [0.89, -0.20, -0.34], [1.77, 0.93, -0.43], [-2.37, -2.08, 1.02], [4.23, 0.91, 0.34], [-0.35, 0.19, -0.53], [-1.44, -3.00, 0.66], [-2.88, -1.27, -0.52], [-3.70, -2.88, 1.75], [-1.58, -0.98, 2.26], [1.57, 2.98, -0.93], [-1.22, 2.01, -1.28], [1.19, -1.14, -0.11]]}

---

# 3
{"formula": "C6H3ClN2O", "method": "ωB97M-V/def2-TZVPD", "e_lumo_ha": [-0.04077, -0.04081], "e_above_lowest_kj_mol": 59.5, "symbols": ["C", "C", "C", "C", "C", "C", "N", "N", "O", "Cl", "H", "H", "H"], "coordinates": [[0.45, 1.86, -0.05], [-0.89, 1.77, 0.16], [-0.29, -0.36, -0.12], [-0.07, -1.71, -0.14], [0.93, 0.44, -0.20], [1.30, -2.07, -0.10], [2.12, -0.01, -0.18], [-1.37, 0.48, 0.07], [2.04, -3.00, -0.21], [-1.41, -2.92, 0.00], [1.12, 2.75, -0.02], [-1.66, 2.46, 0.39], [-2.28, 0.31, 0.40]]}

---

# 4
{"formula": "C6H3ClO2", "method": "ωB97M-V/def2-TZVPD", "e_lumo_ha": -0.05076, "e_above_lowest_kj_mol": 7.3, "symbols": ["C", "C", "C", "C", "C", "C", "H", "H", "H", "O", "O", "Cl"], "coordinates": [[-1.25, -0.60, 0.01], [-0.24, -1.45, 0.05], [1.14, -0.86, 0.04], [1.36, 0.63, -0.17], [0.32, 1.45, -0.19], [-1.10, 0.93, 0.10], [-0.35, -2.54, 0.10], [2.45, 0.94, -0.32], [0.45, 2.50, -0.28], [2.08, -1.55, 0.30], [-1.98, 1.68, 0.41], [-2.88, -1.14, -0.06]]}

---

# 5
{"formula": "C6H3FLiO8", "method": "ωB97M-V/def2-TZVPD", "s2": 0.756, "e_lumo_ha": [-0.04101, -0.11010], "multiplicity": 2, "symbols": ["C", "C", "O", "C", "O", "O", "O", "F", "H", "O", "C", "C", "O", "C", "O", "O", "Li", "H", "H"], "coordinates": [[2.32, -1.19, -0.12], [2.20, -0.38, 1.15], [2.74, 0.89, 1.05], [2.27, 1.66, -0.04], [1.49, 1.06, -0.80], [2.67, 2.82, -0.04], [1.59, -2.07, -0.48], [3.43, -0.97, -0.80], [2.75, -0.93, 1.93], [-1.64, -2.08, 0.20], [-2.06, -0.94, 0.17], [-1.44, 0.31, -0.13], [-2.42, 1.21, -0.32], [-3.62, 0.64, 0.03], [-4.66, 1.19, 0.02], [-3.39, -0.66, 0.32], [-0.02, -2.99, -0.14], [-0.40, 0.65, -0.27], [1.10, -0.35, 1.41]]}

---

# 6
{"formula": "C6H3NO", "method": "ωB97M-V/def2-TZVPD", "e_lumo_ha": -0.06677, "e_above_lowest_kj_mol": 352.7, "symbols": ["C", "C", "C", "C", "C", "C", "H", "H", "H", "N", "O"], "coordinates": [[-1.82, -0.23, 0.08], [-1.41, 1.35, 0.05], [0.41, 0.16, 0.21], [-0.53, -0.91, 0.44], [1.86, 0.06, -0.08], [3.02, -0.47, -0.29], [-2.13, 2.06, -0.31], [-0.40, -2.01, 0.61], [3.98, -0.52, -0.27], [-0.19, 1.44, -0.03], [-2.81, -0.92, -0.41]]}

---

# 7
{"formula": "C6H3O3S", "method": "ωB97M-V/def2-TZVPD", "s2": 2.007, "e_lumo_ha": [0.13685, 0.06207], "multiplicity": 3, "total_charge": -1, "symbols": ["C", "C", "C", "C", "C", "C", "O", "O", "O", "S", "H", "H", "H"], "coordinates": [[0.96, -0.24, -1.36], [1.44, 1.01, -1.94], [0.97, 0.44, 1.28], [0.41, 0.44, -0.12], [0.42, 1.52, -1.22], [-0.22, -0.12, 1.17], [-1.81, -1.62, 2.50], [-2.82, 0.24, 1.08], [-1.68, -1.77, 0.01], [-1.82, -0.88, 1.21], [0.25, -0.88, -1.78], [2.18, 1.19, -2.74], [1.73, 0.67, 1.92]]}

---

# 8
{"formula": "C6H4", "method": "ωB97M-V/def2-TZVPD", "e_lumo_ha": -0.04839, "e_above_lowest_kj_mol": 363.2, "symbols": ["C", "C", "C", "C", "C", "C", "H", "H", "H", "H"], "coordinates": [[2.09, 0.09, -0.26], [0.84, 0.47, -0.30], [2.74, -0.60, 0.60], [-0.41, -0.16, -0.07], [-0.25, 1.27, 0.15], [-1.05, -1.30, -0.13], [-0.59, 1.92, 0.95], [-0.75, 1.75, -0.69], [-0.57, -2.15, -0.54], [-2.07, -1.29, 0.30]]}

---

| no. | maximum force (Eh/bohr) |
| --- | --- |
| 1 | 0.0082 |
| 2 | 0.0696 |
| 3 | 0.0613 |
| 4 | 0.0451 |
| 5 | 0.0454 |
| 6 | 0.2417 |
| 7 | 0.0672 |
| 8 | 0.0677 |